[1]
DFT (ωB97M-V/def2-TZVPD) results for an isolated ion of composition C8H10 and charge +1 in a non-equilibrium geometry.

Geometry as XYZ:
```
18
C8H10 | the OMol25 dataset | ωB97M-V/def2-TZVPD
C -0.166 -2.626 -1.092
C -0.450 -1.960 0.253
C -0.522 0.306 -0.876
C -0.057 -0.493 0.205
C 0.606 0.142 1.225
C 0.823 1.526 1.241
C 0.293 2.354 0.170
C -0.393 1.729 -0.815
H -1.145 -2.908 -1.492
H 0.382 -3.566 -1.069
H 0.362 -2.043 -1.846
H -1.517 -1.791 0.467
H -0.131 -2.548 1.112
H -1.037 -0.043 -1.760
H 0.831 -0.358 2.158
H 1.280 2.007 2.095
H 0.496 3.411 0.201
H -0.813 2.194 -1.694
```

charge = +1
Kohn-Sham gap (spin up / spin down) = 0.3780 / 0.2388 Eh
multiplicity = 2

***

[2]
DFT (ωB97M-V/def2-TZVPD) results for C8H10AlN2O as an isolated structure in a non-equilibrium geometry.

Geometry as XYZ:
```
22
C8H10AlN2O | the OMol25 dataset | ωB97M-V/def2-TZVPD
C -0.300 0.851 -1.966
C 1.045 1.315 -1.949
C 1.245 2.088 -0.757
C 0.035 2.118 -0.052
C -0.941 1.307 -0.753
Al -1.122 -0.967 -0.021
N -3.200 -0.490 0.127
C 0.336 -2.299 -0.601
C 1.631 -1.864 -0.568
H 2.208 2.553 -0.448
H 1.833 1.083 -2.686
H -0.157 2.709 0.848
H -1.987 1.305 -0.550
H -0.779 0.371 -2.784
H 2.130 -1.454 -1.433
H -0.187 -2.854 0.195
H -3.489 -1.345 0.643
H 2.155 -1.910 0.403
H -0.276 -2.329 -1.524
O 0.088 0.223 3.818
C -0.037 -0.043 2.656
N -0.229 -0.366 1.483
```

charge = -1
Kohn-Sham gap (spin up / spin down) = 0.1876 / 0.1928 Eh

***

[3]
DFT (ωB97M-V/def2-TZVPD) results for C8H10AuCl3GeN2O2S2 as an isolated structure in a non-equilibrium geometry.

Geometry as XYZ:
```
29
C8H10AuCl3GeN2O2S2 | the OMol25 dataset | ωB97M-V/def2-TZVPD
Au 0.792 0.913 0.044
C -0.549 1.756 2.831
O 0.018 0.689 2.033
C -0.557 -0.621 2.292
C -1.689 -0.929 1.348
O -1.148 -0.935 0.043
C -2.111 -1.255 -0.961
H -0.418 1.495 3.880
H -1.603 1.890 2.594
H 0.009 2.658 2.604
H -0.884 -0.640 3.331
H 0.255 -1.334 2.156
H -2.493 -0.188 1.428
H -2.101 -1.912 1.606
H -2.490 -2.267 -0.811
H -1.605 -1.197 -1.921
H -2.941 -0.545 -0.940
S 1.865 0.955 -1.958
C 2.552 -0.595 -1.570
S 2.622 -0.760 0.140
C 2.998 -1.494 -2.501
C 2.867 -1.201 -3.889
N 2.708 -0.927 -4.995
C 3.572 -2.724 -2.071
N 3.998 -3.724 -1.696
Cl 0.086 4.492 0.442
Ge -0.612 2.809 -0.644
Cl -2.622 2.380 -0.099
Cl -0.518 3.211 -2.715
```

charge = +1
Kohn-Sham gap (spin up / spin down) = 0.2498 / 0.1597 Eh
multiplicity = 2

***

[4]
DFT (ωB97M-V/def2-TZVPD) results for C8H10BiF3NO3S as an isolated structure in a non-equilibrium geometry.

Geometry as XYZ:
```
27
C8H10BiF3NO3S | the OMol25 dataset | ωB97M-V/def2-TZVPD
C 0.488 1.061 -2.508
C -0.793 1.633 -2.217
C -1.752 0.571 -2.186
C -1.067 -0.658 -2.451
C 0.319 -0.352 -2.655
Bi 0.251 -0.055 0.376
N 2.300 -0.326 0.524
C 0.728 1.583 2.272
C -0.385 2.117 1.611
H -2.828 0.681 -2.042
H -1.021 2.698 -2.154
H -1.527 -1.647 -2.537
H 1.090 -1.068 -2.937
H 1.407 1.613 -2.693
H -0.298 2.916 0.864
H 1.758 1.855 2.008
H 2.526 -1.283 0.839
H -1.392 1.932 2.001
H 0.578 1.016 3.198
F -1.744 -4.078 4.357
C -1.527 -3.857 3.023
F -0.701 -4.814 2.547
F -2.694 -3.970 2.350
S -0.741 -2.153 2.748
O -1.788 -1.177 2.996
O 0.446 -2.112 3.571
O -0.410 -2.230 1.268
```

charge = -1
Kohn-Sham gap (spin up / spin down) = 0.2467 / 0.2466 Eh